ORCA calculation (wB97M-V/def2-TZVPD) on 2 unconnected molecules or ions with the total composition C6H12O.

Summary:
Net charge: 0
SMILES: C=CCC(=C)C.O
Gap between HOMO and LUMO, hartree: 0.378
Molecular weight, g mol⁻¹: 100.2
HOMO level, eV: -9.36

Structure (XYZ):
```
19
C6H12O wB97M-V/def2-TZVPD
O 2.58 2.00 0.93
C 1.73 -1.14 -0.45
C -2.24 -1.16 0.85
C -1.34 -0.19 0.15
C -1.41 1.12 0.41
C 0.85 -0.36 -1.08
C -0.66 -0.69 -1.13
H -0.78 1.73 -0.24
H -1.05 -0.34 -2.08
H 3.04 2.39 0.19
H 2.68 -0.69 -0.19
H -0.75 -1.77 -1.08
H 1.53 -2.20 -0.40
H -2.76 -1.88 0.22
H -3.07 -0.61 1.33
H 1.77 1.68 0.53
H 0.97 0.71 -0.90
H -2.03 1.58 1.16
H -1.82 -1.75 1.66
```

=====

ORCA calculation (wB97M-V/def2-TZVPD) on a single C6H12O molecule.

Summary:
Net charge: 0
Gap between HOMO and LUMO, hartree: 0.345
Molecular weight, g mol⁻¹: 100.2
HOMO level, eV: -8.35

Structure (XYZ):
```
19
C6H12O wB97M-V/def2-TZVPD
O 1.58 -0.02 -0.62
C -0.11 1.47 -0.67
C -1.45 -1.35 -0.21
C 2.74 -0.65 -0.05
C -1.23 -0.28 0.86
C 1.19 1.08 -0.02
C -1.24 1.16 0.34
H -0.09 2.55 -0.83
H -0.28 -0.46 1.38
H -0.27 0.96 -1.63
H -1.40 -2.35 0.22
H -1.16 1.84 1.19
H -2.44 -1.23 -0.67
H 2.52 -0.99 0.95
H -2.20 1.36 -0.15
H 3.57 0.06 -0.02
H -0.70 -1.28 -1.00
H 2.98 -1.50 -0.69
H -2.01 -0.38 1.63
```

=====

ORCA calculation (wB97M-V/def2-TZVPD) on a molecular structure, C6H12O.

Summary:
Net charge: 0
Gap between HOMO and LUMO, hartree: 0.327
Molecular weight, g mol⁻¹: 100.2
HOMO level, eV: -8.01

Structure (XYZ):
```
19
C6H12O wB97M-V/def2-TZVPD
O 0.63 -0.37 1.52
C -0.60 -1.06 -0.35
C 0.65 -0.45 0.13
C -1.78 -0.37 0.24
C -1.22 1.58 0.19
C 2.01 -0.87 -0.42
C 0.09 1.46 -0.47
H 2.69 -0.02 -0.33
H -2.08 1.95 -0.36
H 2.47 -1.72 0.10
H 0.06 1.57 -1.56
H 1.94 -1.12 -1.48
H -1.84 -0.55 1.32
H -1.17 1.95 1.22
H -2.71 -0.71 -0.27
H 1.49 -0.04 1.81
H 0.97 1.90 -0.01
H -0.58 -1.18 -1.44
H -1.05 -1.95 0.15
```

=====

ORCA calculation (wB97M-V/def2-TZVPD) on a single C6H12O molecule.

Summary:
Net charge: 0
Gap between HOMO and LUMO, hartree: 0.338
Molecular weight, g mol⁻¹: 100.2
HOMO level, eV: -8.35

Structure (XYZ):
```
19
C6H12O wB97M-V/def2-TZVPD
O -1.41 1.10 1.49
C 0.70 -0.16 0.20
C -0.62 0.23 -0.48
C 1.60 1.08 0.24
C -1.44 1.32 0.17
C 1.41 -1.32 -0.49
C -1.86 -0.70 -0.39
H -2.13 -1.24 -1.30
H -0.43 0.48 -1.53
H -2.09 1.66 1.88
H 1.64 -1.07 -1.54
H 0.48 -0.46 1.24
H 2.37 -1.55 0.00
H 1.84 1.43 -0.77
H 1.11 1.91 0.77
H 0.81 -2.23 -0.49
H -2.70 0.00 -0.23
H -1.82 -1.35 0.49
H 2.55 0.88 0.75
```

=====

ORCA calculation (wB97M-V/def2-TZVPD) on a single C6H12O molecule.

Summary:
Net charge: 0
Gap between HOMO and LUMO, hartree: 0.346
Molecular weight, g mol⁻¹: 100.2
HOMO level, eV: -8.35

Structure (XYZ):
```
19
C6H12O wB97M-V/def2-TZVPD
O -1.50 0.73 -0.32
C -1.89 2.10 -0.50
C -0.78 -1.06 0.86
C -1.27 0.37 0.92
C 1.57 -0.21 0.22
C 1.46 -0.59 -1.25
C 0.73 -1.08 1.17
H 1.75 -1.63 -1.42
H 0.43 -0.46 -1.62
H -1.30 -1.63 1.64
H 2.62 -0.27 0.54
H 1.27 0.85 0.35
H 2.11 0.05 -1.87
H -2.39 2.46 0.40
H -2.56 2.13 -1.37
H -0.99 -1.54 -0.11
H 0.88 -0.73 2.20
H -1.00 2.70 -0.70
H 1.08 -2.11 1.12
```

=====

ORCA calculation (wB97M-V/def2-TZVPD) on a single C6H12O molecule.

Summary:
Net charge: 0
SMILES: C=CCOC(C)C
Gap between HOMO and LUMO, hartree: 0.384
Molecular weight, g mol⁻¹: 100.2
HOMO level, eV: -9.36

Structure (XYZ):
```
19
C6H12O wB97M-V/def2-TZVPD
O -1.19 0.94 0.50
C 1.19 0.64 1.13
C -1.35 -0.32 -0.14
C 2.35 0.32 0.57
C -0.38 -1.37 0.41
C 0.12 1.47 0.46
C -1.27 -0.22 -1.66
H 0.06 2.42 1.01
H -0.60 -1.59 1.46
H -1.93 0.54 -2.07
H 0.40 1.71 -0.57
H -0.26 -0.02 -2.02
H -1.58 -1.18 -2.09
H 0.66 -1.03 0.31
H 3.08 -0.29 1.09
H -0.41 -2.27 -0.18
H 2.57 0.60 -0.46
H 0.92 0.26 2.11
H -2.38 -0.59 0.13
```

=====

ORCA calculation (wB97M-V/def2-TZVPD) on 2 unconnected molecules or ions with the total composition C6H12O.

Summary:
Net charge: 0
Gap between HOMO and LUMO (alpha / beta), hartree: 0.288 / 0.314
Molecular weight, g mol⁻¹: 100.2
HOMO level (alpha / beta), eV: -7.46 / -7.75

Structure (XYZ):
```
19
C6H12O wB97M-V/def2-TZVPD
O -0.85 0.27 -0.98
C -1.23 -1.88 0.15
C 0.09 1.04 -1.40
C -0.31 2.73 1.27
C 1.28 -1.85 -0.60
C -0.81 -0.47 0.13
C 0.23 -1.47 0.43
H 1.04 1.07 -0.88
H -0.17 1.69 -2.22
H -0.85 3.32 0.53
H -0.56 1.67 1.16
H 1.61 -2.88 -0.44
H 2.16 -1.20 -0.55
H 0.88 -1.79 -1.62
H -1.85 -2.24 0.97
H -1.40 -2.40 -0.79
H 0.77 2.88 1.12
H -0.58 3.06 2.27
H 0.56 -1.54 1.46
```

=====

ORCA calculation (wB97M-V/def2-TZVPD) on 2 unconnected molecules or ions with the total composition C6H12O.

Summary:
Net charge: 0
Gap between HOMO and LUMO, hartree: 0.290
Molecular weight, g mol⁻¹: 100.2
HOMO level, eV: -6.89

Structure (XYZ):
```
19
C6H12O wB97M-V/def2-TZVPD
O 0.69 -0.79 -1.07
C 0.30 -0.11 1.12
C -2.10 0.95 -0.21
C -0.93 -0.60 0.58
C 2.32 0.76 -0.23
C 1.40 -0.40 0.12
C -0.54 -1.34 -0.68
H -1.76 -0.95 1.19
H -2.99 0.35 -0.40
H 2.88 1.07 0.66
H 1.73 1.61 -0.59
H 2.02 -1.25 0.46
H 3.03 0.46 -1.01
H -0.45 -2.40 -0.40
H -0.78 0.67 0.47
H -1.68 1.34 -1.14
H 0.44 0.11 2.17
H -2.34 1.76 0.49
H -1.24 -1.24 -1.52
```

=====

ORCA calculation (wB97M-V/def2-TZVPD) on a single C6H12O molecule.

Summary:
Net charge: 0
SMILES: C[C@H]1CO[C@@H](C)C1
Gap between HOMO and LUMO, hartree: 0.391
Molecular weight, g mol⁻¹: 100.2
HOMO level, eV: -9.57

Structure (XYZ):
```
19
C6H12O wB97M-V/def2-TZVPD
O 1.04 1.24 -0.77
C -0.27 -1.93 0.07
C 1.31 -0.15 -0.89
C -0.02 1.43 0.16
C 0.77 -0.85 0.38
C -1.39 1.39 -0.51
C 0.21 0.32 1.20
H 0.82 -0.56 -1.79
H -0.66 -2.37 1.00
H 2.39 -0.27 -1.01
H 0.13 2.42 0.60
H 1.60 -1.32 0.92
H -1.12 -1.52 -0.48
H -2.19 1.41 0.24
H 0.95 0.66 1.93
H 0.16 -2.74 -0.53
H -0.70 0.06 1.75
H -1.52 2.26 -1.16
H -1.52 0.49 -1.12
```

=====

ORCA calculation (wB97M-V/def2-TZVPD) on a single C6H12O molecule.

Summary:
Net charge: 0
SMILES: C[C@H]1CO[C@@H](C)C1
Gap between HOMO and LUMO, hartree: 0.389
Molecular weight, g mol⁻¹: 100.2
HOMO level, eV: -9.47

Structure (XYZ):
```
19
C6H12O wB97M-V/def2-TZVPD
O -1.58 0.44 0.06
C -1.09 -0.66 -0.63
C 0.32 -0.96 -0.05
C 1.83 0.52 1.46
C -0.50 1.14 0.67
C -1.15 -0.39 -2.15
C 0.45 0.02 1.09
H 2.12 1.36 0.81
H -0.34 0.28 -2.47
H -2.10 0.10 -2.37
H 2.59 -0.27 1.40
H 1.80 0.91 2.49
H 0.40 -2.00 0.29
H -1.09 -1.30 -2.76
H -1.77 -1.49 -0.41
H -0.03 1.83 -0.05
H -0.93 1.77 1.47
H 1.10 -0.88 -0.82
H -0.04 -0.43 1.96
```

=====

ORCA calculation (wB97M-V/def2-TZVPD) on 2 unconnected molecules or ions with the total composition C6H12O.

Summary:
Net charge: 0
Gap between HOMO and LUMO, hartree: 0.197
Molecular weight, g mol⁻¹: 100.2
HOMO level, eV: -8.43

Structure (XYZ):
```
19
C6H12O wB97M-V/def2-TZVPD
O -0.38 -0.96 -1.99
C 1.15 0.11 1.73
C 2.04 0.21 -0.54
C -2.11 0.72 -0.54
C -1.10 0.74 0.60
C 1.35 -0.67 0.55
C -0.16 -0.51 0.64
H -2.70 1.63 -0.65
H -0.46 -1.89 -1.71
H -1.55 0.51 -1.45
H 2.96 0.63 -0.14
H 1.68 -1.73 0.55
H 1.22 -0.31 2.74
H -0.64 -1.47 0.87
H -1.72 0.84 1.49
H -0.34 1.51 0.53
H 1.31 1.01 -0.73
H 2.28 -0.28 -1.50
H -2.84 -0.11 -0.46
```

=====

ORCA calculation (wB97M-V/def2-TZVPD) on a single C6H12O molecule.

Summary:
Net charge: 0
SMILES: C/C=C/C[C@@H](C)O
Gap between HOMO and LUMO, hartree: 0.376
Molecular weight, g mol⁻¹: 100.2
HOMO level, eV: -9.19

Structure (XYZ):
```
19
C6H12O wB97M-V/def2-TZVPD
O 0.47 -1.68 -1.79
C -0.67 0.57 1.19
C 1.72 0.17 -0.71
C -0.74 0.40 -1.32
C 0.61 -0.27 -1.66
C -0.93 0.04 2.56
C -1.09 -0.04 0.08
H 1.33 0.12 0.37
H 2.63 -0.42 -0.95
H 1.93 1.24 -0.91
H -1.11 -1.04 2.56
H 0.69 -2.10 -0.95
H -0.33 1.61 1.15
H -0.60 1.49 -1.38
H -0.12 0.23 3.28
H -1.51 0.11 -2.05
H -1.53 -1.04 0.15
H 1.06 0.10 -2.57
H -1.82 0.52 2.96
```

=====

The DFT total energy results, record by record, are as follows: -8461.987; -8461.358; -8460.636; -8461.380; -8461.391; -8462.481; -8459.258; -8458.959; -8463.934; -8463.802; -8454.988; -8463.029 eV.